Entry 1:
{
  "formula": "C24H22Cl2N4PdS",
  "method": "ωB97M-V/def2-TZVPD",
  "elements": ["Pd", "C", "C", "N", "N", "C", "N", "S", "C", "C", "C", "C", "C", "N", "H", "H", "H", "H", "H", "H", "H", "H", "H", "H", "C", "C", "C", "C", "C", "C", "C", "C", "C", "C", "C", "C", "C", "C", "C", "H", "H", "H", "H", "H", "H", "H", "H", "H", "H", "Cl", "C", "Cl", "H", "H"],
  "positions_angstrom": [[-0.03731, -0.62488, -0.03810], [4.06469, 1.17801, -0.75347], [2.62590, 0.76014, -0.72683], [2.08744, 0.06288, 0.19065], [2.80103, -0.33092, 1.28388], [2.22528, -1.11272, 2.23175], [2.98183, -1.37416, 3.28691], [0.66198, -1.75072, 2.12197], [1.71351, 1.17217, -1.83961], [2.06381, 2.18214, -2.71057], [1.16578, 2.55837, -3.70436], [-0.04115, 1.89828, -3.80251], [-0.31630, 0.89035, -2.89053], [0.53807, 0.53699, -1.93359], [4.70608, 0.53295, -0.15684], [4.17529, 2.20490, -0.39344], [4.44316, 1.13951, -1.77346], [3.73304, 0.02241, 1.41609], [3.92259, -1.03032, 3.39473], [2.60960, -1.96011, 4.01660], [3.01967, 2.68282, -2.62170], [1.41567, 3.35869, -4.38850], [-0.76213, 2.14778, -4.57057], [-1.24672, 0.33926, -2.93350], [-1.34032, 0.79772, 0.64768], [-2.29005, 1.57393, 1.00607], [-3.30040, 2.41209, 1.39203], [-3.62425, 2.23186, 2.79665], [-3.58441, 0.92924, 3.38328], [-3.92870, 0.74854, 4.69930], [-4.30342, 1.84588, 5.47352], [-4.31865, 3.14091, 4.91908], [-3.96735, 3.33876, 3.61132], [-3.82180, 3.44823, 0.50521], [-5.03652, 4.08656, 0.78356], [-5.52224, 5.07159, -0.05685], [-4.81128, 5.43757, -1.19323], [-3.61046, 4.79918, -1.49173], [-3.12176, 3.81722, -0.65506], [-3.32283, 0.07815, 2.76697], [-3.92921, -0.24512, 5.12718], [-4.57640, 1.70376, 6.51089], [-4.60046, 3.98987, 5.52994], [-3.94266, 4.33975, 3.19896], [-5.62331, 3.78494, 1.64462], [-6.46550, 5.55238, 0.17181], [-5.19331, 6.21362, -1.84416], [-3.05170, 5.08439, -2.37561], [-2.17744, 3.33429, -0.88094], [0.98801, -2.82664, -1.29024], [-0.49108, -3.70719, -0.83344], [-1.78567, -2.53880, -0.43624], [-0.28724, -4.30040, 0.04548], [-0.81607, -4.30441, -1.67157]],
  "atomic_forces_ev_per_a": [[0.70, 0.14, 0.37], [-0.07, 0.08, -0.05], [0.18, 0.25, -0.50], [-0.41, -0.02, 0.35], [-0.37, -0.15, -0.04], [-0.03, 0.04, -0.18], [0.02, -0.12, 0.20], [-0.16, 0.16, -0.08], [0.23, -0.11, 0.22], [0.14, 0.18, -0.17], [0.12, 0.07, 0.01], [-0.07, -0.01, -0.08], [0.06, -0.12, 0.02], [-0.48, -0.01, 0.09], [0.00, -0.02, -0.02], [-0.01, -0.04, 0.00], [0.00, 0.02, 0.01], [0.16, 0.12, 0.02], [0.02, 0.00, 0.01], [0.02, -0.01, 0.02], [-0.09, -0.02, -0.01], [0.01, -0.03, 0.01], [0.03, -0.02, 0.06], [-0.03, 0.01, 0.03], [-0.58, 0.51, 0.37], [0.83, -0.65, -0.33], [-0.11, 0.08, -0.28], [-0.08, -0.15, 0.11], [0.05, 0.20, -0.29], [-0.08, 0.10, 0.22], [0.02, 0.06, -0.06], [-0.03, -0.13, 0.19], [0.14, 0.00, -0.07], [0.05, 0.13, 0.10], [-0.08, -0.14, 0.05], [-0.04, 0.07, -0.05], [0.02, -0.02, 0.02], [-0.07, 0.11, -0.04], [0.05, -0.15, 0.11], [-0.04, 0.07, -0.02], [0.01, 0.04, 0.01], [-0.01, 0.02, -0.02], [0.01, -0.09, 0.02], [0.01, -0.09, -0.01], [0.05, 0.03, -0.07], [0.05, -0.03, -0.02], [0.02, -0.04, 0.01], [-0.04, -0.02, 0.05], [0.00, 0.02, 0.01], [-0.06, -0.30, -0.14], [0.06, 0.20, 0.00], [-0.13, -0.13, -0.14], [0.04, -0.03, 0.12], [-0.04, -0.05, -0.12]],
  "total_charge": 2,
  "multiplicity": 5,
  "fmax_ha_per_bohr": 0.0215,
  "e_above_lowest_ev": 0.108,
  "s_squared": 6.051,
  "lumo_energy_ev": [-6.0, -8.9],
  "homo_lumo_gap_ev": [6.07, 4.71]
}


Entry 2:
{
  "formula": "C24H22Cl4O8S2W",
  "method": "ωB97M-V/def2-TZVPD",
  "elements": ["W", "C", "C", "C", "C", "C", "C", "C", "C", "C", "C", "C", "C", "H", "H", "H", "H", "H", "H", "H", "H", "H", "H", "H", "H", "H", "H", "H", "H", "H", "H", "Cl", "C", "C", "Cl", "C", "Cl", "C", "O", "C", "O", "C", "Cl", "O", "S", "O", "O", "C", "C", "C", "C", "C", "C", "S", "O", "O", "O", "H", "H", "H", "H"],
  "positions_angstrom": [[-0.28674, -0.09167, 0.22984], [-2.11455, -2.59793, -1.41786], [-1.94955, -1.13793, -1.11580], [-2.60438, -0.49542, 0.00231], [-3.27356, -1.37114, 1.03542], [-3.15826, 0.85331, -0.24487], [-4.36584, 1.29018, 0.53207], [-2.47263, 1.64709, -1.09492], [-2.85903, 3.05181, -1.46007], [-1.21202, 1.09123, -1.63884], [-0.30070, 1.98894, -2.44084], [-1.24049, -0.30688, -1.98267], [-0.61590, -0.82213, -3.24596], [-2.29852, -3.17391, -0.51599], [-1.22881, -3.00386, -1.90301], [-2.97155, -2.72214, -2.08454], [-2.63324, -2.21121, 1.29864], [-4.23209, -1.74964, 0.67284], [-3.45144, -0.80991, 1.94975], [-4.65342, 2.30834, 0.28848], [-4.14004, 1.26163, 1.60047], [-5.21687, 0.63028, 0.34966], [-2.27967, 3.76294, -0.86699], [-3.91633, 3.23190, -1.28674], [-2.65324, 3.24882, -2.51225], [-0.15652, 2.93829, -1.93009], [-0.70893, 2.19050, -3.43411], [0.67834, 1.52431, -2.55194], [0.36811, -1.25740, -3.06480], [-0.49502, -0.01178, -3.96061], [-1.25566, -1.58277, -3.69060], [5.14342, -3.73858, -1.37205], [3.59351, -3.27872, -0.78841], [2.87778, -4.12701, 0.04842], [3.54437, -5.63959, 0.51751], [1.60731, -3.75567, 0.50811], [0.69075, -4.77281, 1.54637], [1.07286, -2.53723, 0.13465], [-0.13608, -2.08158, 0.47615], [1.80186, -1.67326, -0.70735], [1.16281, -0.54458, -1.03209], [3.05065, -2.04395, -1.16857], [3.90454, -0.95992, -2.19464], [0.90623, 1.71738, 0.09597], [0.10140, 2.49086, 1.08948], [-0.21893, 3.80881, 0.63717], [-1.08488, 1.57644, 1.20195], [0.75602, 2.53618, 2.69264], [0.93410, 3.77984, 3.29415], [1.09541, 3.88577, 4.65749], [1.02888, 2.74305, 5.45542], [0.84358, 1.50485, 4.87594], [0.70041, 1.37688, 3.50201], [0.56083, -0.22492, 2.82146], [1.02616, -1.17478, 3.77266], [1.32818, -0.17918, 1.53515], [-0.81602, -0.51718, 2.30512], [0.91855, 4.64376, 2.64213], [1.24798, 4.85337, 5.11449], [1.12010, 2.83753, 6.52829], [0.81859, 0.59855, 5.46777]],
  "atomic_forces_ev_per_a": [[-0.86, -1.56, -2.19], [0.31, 0.02, 0.30], [-0.50, 0.18, -0.21], [0.69, 0.12, -0.03], [0.26, 0.08, 0.10], [-0.08, 0.61, -0.47], [0.12, -0.15, -0.10], [-0.60, -0.18, 0.34], [0.13, -0.17, 0.03], [0.01, -0.58, 0.21], [0.12, -0.06, 0.26], [-0.52, 0.32, -0.17], [0.18, -0.02, 0.20], [0.02, -0.02, -0.04], [-0.03, -0.06, 0.00], [-0.01, 0.04, -0.04], [-0.07, -0.03, 0.02], [0.00, -0.01, -0.04], [-0.04, -0.01, 0.01], [-0.04, -0.02, -0.01], [-0.07, 0.00, 0.02], [-0.04, 0.02, 0.08], [-0.01, 0.11, -0.04], [0.01, 0.04, -0.02], [-0.01, 0.05, 0.00], [-0.02, 0.05, -0.05], [-0.06, -0.02, 0.00], [0.00, 0.03, -0.06], [-0.02, -0.01, -0.02], [0.02, -0.03, -0.02], [-0.01, -0.01, 0.01], [0.11, -0.01, -0.03], [-0.17, -0.08, 0.11], [0.06, 0.18, -0.16], [0.02, -0.11, 0.05], [-0.07, 0.13, 0.02], [-0.11, -0.06, 0.05], [0.27, 0.01, -0.54], [0.21, -0.42, 0.24], [0.02, -0.73, 0.03], [0.75, 0.13, -0.22], [-0.13, 0.11, 0.06], [0.02, 0.08, -0.09], [0.34, 0.57, 0.42], [-1.25, 0.45, -2.44], [0.45, -0.01, 0.77], [-0.15, 1.82, 0.75], [-0.30, -0.25, 1.45], [0.06, -0.23, -0.97], [0.06, -0.42, 0.68], [0.06, 0.78, -0.20], [0.00, -0.73, -0.28], [0.25, 1.24, 0.01], [-0.23, -2.42, -0.05], [0.02, 0.62, 0.22], [0.53, 0.18, 1.14], [0.28, 0.31, 0.69], [-0.02, 0.08, 0.14], [-0.01, 0.02, -0.03], [0.02, -0.08, 0.01], [0.02, 0.06, 0.05]],
  "total_charge": 0,
  "fmax_ha_per_bohr": 0.0549,
  "e_above_lowest_ev": 0.744,
  "lumo_energy_ev": -1.3,
  "homo_lumo_gap_ev": 5.92
}


Question: What is the formula in the second record?
Answer: C24H22Cl4O8S2W